Entry from the Open Molecules 2025 dataset: a structure of composition C9H4AuCl2N2O3Pr in a non-equilibrium geometry (wB97M-V/def2-TZVPD).

Charge: +4
LUMO (alpha / beta) in eV: -16.50 / -18.69
Energy relative to the best compared isomer or geometry (same formula, charge and spin) in eV: 3.140
2S+1: 5
Orbital gap (alpha / beta) in eV: 6.90 / 4.63

Positions of all 22 atoms, in Å:
Au  -0.75281  -0.78018  -4.23064
Pr  -0.05154  -1.28264  -0.96457
Cl  -1.71955  0.20843  -2.33996
Cl  1.97164  -1.95221  -2.37457
C  -1.28620  -2.70676  0.91626
C  -0.55483  -0.64963  -6.22943
C  0.08378  -2.20539  -5.35253
O  -1.91890  -3.27183  1.69433
O  -0.57385  -0.21916  -7.33388
O  0.71565  -3.12006  -5.70756
N  0.78366  3.19160  5.57590
C  0.65503  2.58563  4.58371
C  0.46048  1.74924  3.40381
C  1.50257  1.05666  2.78441
C  1.30966  0.41294  1.56216
N  0.09353  0.35495  0.95689
C  -0.95394  0.92849  1.62045
C  -0.80194  1.61979  2.82397
H  2.48799  1.12421  3.22922
H  2.13599  -0.00276  0.98720
H  -1.92349  0.84902  1.11521
H  -1.66296  2.10967  3.27962

---

Entry from the Open Molecules 2025 dataset: a structure of composition C9H4BiCl2GdN2O3 in a non-equilibrium geometry (wB97M-V/def2-TZVPD).

Charge: +4
LUMO (alpha / beta) in eV: -18.85 / -18.86
Energy relative to the best compared isomer or geometry (same formula, charge and spin) in eV: 2.841
2S+1: 8
Orbital gap (alpha / beta) in eV: 3.72 / 3.72

Positions of all 22 atoms, in Å:
Gd  -2.23129  -0.92347  -2.08885
Bi  -0.31550  0.05469  0.39596
Cl  -1.64146  1.42067  -2.47291
Cl  -0.47910  -2.54221  -1.25508
C  1.17330  -1.21619  1.73698
C  -4.52331  0.30784  -1.33219
C  -3.78667  -2.73206  -0.65884
O  1.78663  -1.67380  2.61121
O  -5.50956  0.88889  -1.28481
O  -4.40696  -3.62257  -0.27831
N  6.55697  2.88512  1.47585
C  5.48136  2.62227  1.08102
C  4.14616  2.29276  0.63074
C  3.07747  2.43626  1.50525
C  1.79200  2.11460  1.10267
N  1.55134  1.58689  -0.13121
C  2.57386  1.48903  -1.02555
C  3.87470  1.84698  -0.66406
H  3.22309  2.75481  2.52468
H  0.93127  2.21926  1.77575
H  2.32299  1.08442  -2.00586
H  4.66804  1.74963  -1.37980

---

Entry from the Open Molecules 2025 dataset: a structure of composition C9H5F5ReSbSe4 in a non-equilibrium geometry (wB97M-V/def2-TZVPD).

LUMO in eV: -2.40
Energy relative to the best compared isomer or geometry (same formula, charge and spin) in eV: 0.000
Orbital gap in eV: 6.27

Positions of all 25 atoms, in Å:
Re  -0.56962  1.03507  1.45321
Se  1.51381  2.87053  5.07962
Sb  -0.56778  2.42995  4.10578
Se  -0.23223  3.32247  1.49813
Se  -0.26884  -0.25317  3.33527
Se  -2.78887  2.78828  4.72496
C  0.33298  0.33916  0.19505
C  1.13248  -0.29061  -0.82920
C  1.96635  0.49154  -1.62628
C  2.73717  -0.11535  -2.60318
C  2.66541  -1.49124  -2.78198
C  1.83265  -2.26973  -1.98795
C  1.06417  -1.67214  -1.00243
H  2.00206  1.56225  -1.47280
H  3.39175  0.48054  -3.22451
H  3.26649  -1.96081  -3.54998
H  1.78719  -3.33997  -2.13631
H  0.41405  -2.26068  -0.36895
F  -3.44451  0.82970  1.51530
C  -2.47376  0.61206  0.57894
F  -2.71321  1.46061  -0.45744
C  -2.70784  -0.81811  0.02304
F  -4.00580  -1.01621  -0.20124
F  -2.05440  -0.97051  -1.13623
F  -2.27968  -1.76361  0.86919

---

Entry from the Open Molecules 2025 dataset: a structure of composition C9H66CdNO25 in a non-equilibrium geometry (wB97M-V/def2-TZVPD).

Charge: +1
LUMO in eV: -4.37
Energy relative to the best compared isomer or geometry (same formula, charge and spin) in eV: 0.000
Orbital gap in eV: 5.50

Positions of all 102 atoms, in Å:
Cd  -0.82625  3.18441  2.83419
C  0.63552  3.01630  -1.12581
C  0.08375  1.60746  -0.87506
C  0.53429  0.78708  -2.08790
C  0.50530  -0.71295  -1.84230
C  1.01222  -1.12566  -0.48341
C  0.45150  -0.32349  0.73529
N  0.56324  1.08309  0.39005
O  0.35104  1.93512  1.49176
C  1.31817  -0.73506  1.93460
C  -1.01075  -0.77812  1.00831
C  -1.45516  1.71220  -0.91581
H  0.41339  3.69037  -0.30176
H  0.12220  3.48879  -1.96157
H  1.71506  3.06189  -1.26555
H  1.51722  1.08331  -2.45817
H  -0.16109  1.01426  -2.89755
H  1.05196  -1.27855  -2.59791
H  -0.49478  -1.14347  -2.00723
H  2.08493  -0.92991  -0.40200
H  0.74785  -2.16442  -0.28937
H  0.71575  -0.60667  2.83829
H  2.20885  -0.11279  2.00236
H  1.62299  -1.78139  1.86247
H  -1.05870  -1.44243  1.86903
H  -1.47226  -1.20093  0.11725
H  -1.61687  0.08611  1.28800
H  -1.87377  2.06069  0.03378
H  -1.94181  0.77585  -1.19140
H  -1.79695  2.48519  -1.61034
O  -0.36084  -2.51658  -4.54952
H  -1.08731  -2.38375  -3.92420
H  -0.33153  -1.70421  -5.07062
O  -1.56340  -4.10480  3.23113
H  -1.22059  -5.00491  3.26633
H  -0.80226  -3.54348  3.51762
O  4.77071  -0.47379  0.53866
H  5.22062  -0.25847  1.35926
H  4.22588  0.31438  0.33621
O  0.99933  4.13758  3.37422
H  1.13266  5.00357  3.79032
H  1.85043  3.68095  3.44500
O  -0.76216  2.89222  -4.93638
H  -0.69160  1.98124  -4.62482
H  -0.04230  2.99191  -5.57147
O  -1.48191  -0.64965  4.43495
H  -1.15554  -1.42293  4.91543
H  -2.32123  -0.95601  4.03976
O  2.48554  -4.66939  0.59913
H  1.55241  -4.71658  0.33858
H  2.85627  -3.94792  0.06096
O  3.34306  1.86235  0.95686
H  3.41235  2.13192  1.87654
H  2.37039  1.81870  0.77577
O  2.63637  -1.82996  -4.81844
H  3.01810  -2.71452  -4.84108
H  1.80909  -1.93608  -4.33198
O  -2.15287  -3.53814  0.03108
H  -2.14290  -3.02656  0.85427
H  -2.77559  -4.25932  0.19609
O  -2.77300  2.42710  2.50226
H  -3.57430  2.96509  2.57205
H  -3.04625  1.61157  2.01489
O  0.11247  -4.73601  -1.11625
H  0.40744  -4.31061  -1.93182
H  -0.60432  -4.17074  -0.77220
O  4.36768  -1.65778  4.24733
H  3.41001  -1.57557  4.27470
H  4.66369  -0.85876  3.80004
O  -4.15648  0.22579  1.62881
H  -3.86366  -0.55984  2.12889
H  -4.89683  -0.07637  1.09095
O  -1.03886  4.55025  1.15928
H  -1.84470  4.93155  0.78158
H  -0.31865  4.85881  0.58371
O  -2.64668  0.43062  -3.96483
H  -3.07015  -0.43602  -4.05135
H  -2.11844  0.33153  -3.16718
O  -4.42881  -1.86017  -0.98457
H  -5.28759  -2.26959  -0.81539
H  -3.85159  -2.18070  -0.27186
O  4.83916  3.86443  -0.78254
H  4.73554  3.50015  -1.66817
H  4.39245  3.23436  -0.19870
O  0.57325  -3.13258  4.63232
H  1.08666  -2.31994  4.54153
H  0.97977  -3.60435  5.37161
O  4.58657  -2.97229  -0.44370
H  5.27928  -3.41357  0.05822
H  4.65514  -2.01668  -0.18895
O  -3.44749  -2.20637  3.11456
H  -4.20987  -2.79335  3.18900
H  -2.65708  -2.79908  3.23530
O  -3.04780  -2.24826  -3.28954
H  -3.64598  -2.08742  -2.51931
H  -2.95624  -3.20715  -3.35244
O  -0.00119  6.61231  -1.11543
H  0.57195  7.18258  -1.63549
H  -0.51123  6.09102  -1.78032
O  -1.18064  5.25644  -3.19657
H  -0.71931  5.15724  -4.03708
H  -1.50194  4.36830  -3.00524

---

Entry from the Open Molecules 2025 dataset: a structure of composition C9H66CdNO25 in a non-equilibrium geometry (wB97M-V/def2-TZVPD).

Charge: +2
LUMO (alpha / beta) in eV: -6.48 / -7.54
2S+1: 2
Orbital gap (alpha / beta) in eV: 7.32 / 6.26

Positions of all 102 atoms, in Å:
Cd  -1.46480  3.02299  -2.46952
C  1.10251  1.60164  0.93292
C  0.79092  0.35657  0.03106
C  1.07076  -0.90345  0.90093
C  0.55753  -2.18327  0.26842
C  -0.97534  -2.08717  0.10875
C  -1.32566  -0.88137  -0.84677
N  -0.63882  0.34894  -0.38449
O  -1.04054  1.52201  -0.99059
C  -2.79683  -0.77947  -0.70402
C  -0.95663  -1.33790  -2.26469
C  1.90280  0.41734  -1.10667
H  0.56459  1.49973  1.87545
H  0.98030  2.58386  0.47639
H  2.18236  1.62793  1.07897
H  0.55431  -0.68692  1.83608
H  2.14995  -0.95430  1.04536
H  0.68964  -2.95392  1.02786
H  1.02336  -2.58016  -0.63357
H  -1.26349  -1.97267  1.15372
H  -1.55990  -2.97946  -0.11532
H  -3.36638  -0.07259  -1.30738
H  -2.99330  -0.36922  0.28652
H  -3.28695  -1.74190  -0.85115
H  -1.56752  -2.18872  -2.56641
H  0.04962  -1.73279  -2.40471
H  -1.19590  -0.60409  -3.03435
H  1.58904  0.32028  -2.14602
H  2.50494  -0.48391  -0.99149
H  2.53739  1.30105  -1.03992
O  -0.88501  3.68516  2.41235
H  -1.07898  2.75121  2.49210
H  -0.01994  3.78538  2.80965
O  3.06413  4.01838  -1.98481
H  3.67223  4.71614  -2.22890
H  3.43394  3.22873  -2.37967
O  2.57784  4.72882  0.91210
H  2.10328  5.34445  0.35350
H  2.69654  3.95168  0.36603
O  0.22626  1.14427  4.56935
H  -0.56722  1.05604  4.04131
H  0.09437  1.95070  5.06785
O  -3.20838  -3.67416  2.56609
H  -2.94549  -2.75925  2.46577
H  -2.43883  -4.17584  2.29717
O  -2.63054  4.01514  -1.00775
H  -3.57766  4.11130  -1.10745
H  -2.47197  4.15588  -0.07432
O  -1.97934  1.18766  2.24557
H  -1.45180  0.71892  1.59887
H  -2.78524  1.41235  1.78051
O  0.15305  -6.03852  -0.79378
H  -0.33132  -5.21317  -0.81412
H  0.96449  -5.85229  -1.26614
O  -0.29947  2.28605  -3.87441
H  0.58261  2.48420  -4.18891
H  -0.58863  1.55255  -4.41717
O  4.96277  0.32854  -1.45467
H  5.45984  -0.27319  -0.90054
H  4.08995  -0.06065  -1.50888
O  3.78329  2.66116  2.54073
H  3.23652  3.36863  2.19903
H  4.37222  2.44277  1.81844
O  3.35847  -2.24916  -2.76002
H  3.81822  -2.89665  -3.29445
H  3.18017  -1.52537  -3.36048
O  -2.99306  1.97604  -3.50682
H  -3.63588  1.38753  -3.11102
H  -3.45315  2.37071  -4.24761
O  -5.98777  -1.75397  -1.65492
H  -5.86088  -2.67841  -1.86829
H  -6.11188  -1.74157  -0.70588
O  -5.30863  1.52384  -1.49631
H  -6.00903  1.84691  -2.06315
H  -5.48664  0.58783  -1.40459
O  3.12110  1.00513  4.33362
H  2.17062  1.09280  4.26186
H  3.46893  1.72458  3.80672
O  -0.49663  -4.96330  2.22387
H  0.15711  -5.41415  1.68945
H  -0.98340  -5.66739  2.65227
O  -2.70736  -1.06144  3.36468
H  -2.53517  -0.24081  2.90299
H  -2.84866  -0.79984  4.27453
O  1.73308  -4.36654  -2.68608
H  2.48852  -4.82973  -2.32414
H  1.68122  -3.55751  -2.17715
O  2.24950  -5.68780  2.46597
H  1.93079  -4.81659  2.70185
H  2.46394  -6.09965  3.30301
O  4.67838  2.31703  -3.43784
H  4.46948  1.48364  -3.01588
H  5.58672  2.22019  -3.72380
O  -4.58301  1.80212  1.02348
H  -5.48356  2.12618  1.00831
H  -4.29876  1.84040  0.11026
O  2.18925  -3.06306  3.41636
H  1.68041  -2.66027  2.71276
H  2.51903  -2.32398  3.92747
O  0.30982  4.17610  -1.89900
H  1.24738  4.01437  -2.00420
H  0.24984  4.75371  -1.13807

---

Entry from the Open Molecules 2025 dataset: a structure of composition C9H6BrMnNS5 (wB97M-V/def2-TZVPD).

Charge: +2
LUMO (alpha / beta) in eV: -9.74 / -9.90
Energy relative to the best compared isomer or geometry (same formula, charge and spin) in eV: 0.000
2S+1: 4
Orbital gap (alpha / beta) in eV: 6.34 / 6.17

Positions of all 23 atoms, in Å:
Mn  -0.00011  -0.27812  1.38983
S  0.00004  -6.67663  -1.79668
C  0.00000  -5.25754  -1.08629
S  -1.47973  -4.37646  -0.64962
C  -0.74085  -3.01167  0.00588
C  0.74075  -3.01163  0.00586
S  1.61196  -1.73143  0.60661
S  1.47970  -4.37637  -0.64966
S  -1.61212  -1.73154  0.60668
C  0.00001  5.04269  -0.83662
C  0.00000  4.09602  0.32880
C  0.00001  4.53788  1.64956
C  0.00001  3.63852  2.71247
C  0.00000  2.31335  2.38000
Br  0.00000  0.91296  3.69886
N  -0.00002  1.83867  1.13457
C  -0.00001  2.72275  0.12401
H  -0.00001  6.07698  -0.50180
H  -0.88018  4.88794  -1.46124
H  0.88023  4.88797  -1.46121
H  0.00002  5.60069  1.85838
H  0.00002  3.96627  3.74202
H  -0.00002  2.30801  -0.87610